No. 1
{"formula": "C24H28N7O3PS5V", "method": "ωB97M-V/def2-TZVPD", "de_lowest_kj_mol": 142.3, "spin_multiplicity": 4, "gap_ev": [6.425, 6.427], "species": ["V", "N", "C", "C", "N", "C", "C", "N", "C", "C", "N", "H", "H", "H", "H", "H", "H", "O", "C", "C", "C", "C", "C", "C", "N", "H", "H", "H", "H", "H", "H", "H", "C", "C", "O", "P", "S", "S", "O", "C", "C", "H", "H", "H", "H", "H", "H", "H", "H", "H", "H", "S", "C", "S", "C", "N", "N", "C", "C", "C", "C", "C", "C", "S", "H", "H", "H", "H", "H"], "positions_angstrom": [[1.787172, 0.047328, -1.153695], [2.676463, 0.373959, -5.228148], [3.947933, -0.103651, -4.974130], [4.005650, -0.305389, -3.631713], [2.801174, 0.034708, -3.059502], [2.031718, 0.439106, -4.046171], [0.659045, 0.851965, -3.744763], [0.245386, 0.758133, -2.504471], [-1.065791, 1.168232, -2.499204], [-1.427426, 1.524881, -3.759650], [-0.311397, 1.323287, -4.552926], [2.311448, 0.616655, -6.131001], [4.669532, -0.250691, -5.756434], [4.827210, -0.667291, -3.038295], [-1.647496, 1.150496, -1.594007], [-2.358337, 1.872124, -4.168365], [-0.264940, 1.472927, -5.543993], [1.270265, -1.976346, -1.559907], [2.134430, -2.954732, -1.017729], [3.153164, -2.350970, -0.080573], [3.974586, -3.179755, 0.675555], [4.905691, -2.612745, 1.521116], [4.999684, -1.229171, 1.589514], [4.158419, -0.474231, 0.801291], [3.254894, -1.019070, -0.027386], [0.289704, -2.250946, -1.454356], [2.667148, -3.456584, -1.834204], [1.548819, -3.713281, -0.491666], [3.859418, -4.252957, 0.598621], [5.546347, -3.241081, 2.126221], [5.705315, -0.738417, 2.244010], [4.176623, 0.609132, 0.811349], [1.400689, 3.593604, 4.269294], [0.909167, 2.548524, 3.301258], [1.668495, 2.690088, 2.078416], [1.040912, 2.125557, 0.715022], [2.444225, 2.438282, -0.663465], [0.340672, 0.290120, 0.913128], [-0.241481, 3.046252, 0.450530], [-0.079345, 4.460728, 0.198925], [-0.493676, 4.762443, -1.220009], [0.884451, 3.496945, 5.225556], [1.220335, 4.597053, 3.883182], [2.469975, 3.484712, 4.449583], [-0.155062, 2.665517, 3.083148], [1.059928, 1.535293, 3.676956], [0.953431, 4.757694, 0.392211], [-0.718610, 4.966785, 0.923582], [0.155297, 4.243168, -1.924941], [-0.431014, 5.835001, -1.413463], [-1.521627, 4.440406, -1.388614], [-3.559245, -5.513630, 2.646088], [-3.313011, -4.373586, 1.448527], [-2.168574, -4.647677, 0.181932], [-2.451790, -3.087227, -0.482288], [-3.345744, -2.404203, 0.156367], [-3.840403, -3.143043, 1.234794], [-4.829343, -2.446762, 2.006003], [-4.819288, -1.054612, 1.973227], [-5.760039, -0.344711, 2.698176], [-6.718971, -1.004700, 3.455310], [-6.726015, -2.388882, 3.471297], [-5.788987, -3.119259, 2.751735], [-1.576389, -2.544066, -1.894675], [-4.076893, -0.544119, 1.379837], [-5.738868, 0.737382, 2.669550], [-7.452099, -0.445640, 4.021612], [-7.469355, -2.924737, 4.047923], [-5.803600, -4.194328, 2.768902]], "forces_ev_per_a": [[-0.393, -0.191, -0.072], [0.204, -0.049, 0.036], [-0.096, 0.037, -0.041], [-0.086, 0.016, 0.113], [0.333, -0.011, -0.338], [-0.672, 0.207, 0.086], [0.663, -0.180, -0.236], [-0.310, 0.050, -0.062], [0.159, -0.083, 0.121], [0.085, -0.017, -0.126], [-0.236, -0.005, 0.131], [-0.014, -0.001, -0.025], [0.005, 0.003, -0.003], [0.006, -0.002, -0.007], [-0.006, 0.008, -0.001], [-0.005, 0.012, 0.003], [0.001, -0.002, -0.023], [0.296, 0.091, 0.313], [-0.155, 0.068, -0.105], [0.076, -0.117, -0.006], [-0.087, 0.045, -0.031], [0.052, -0.049, 0.038], [-0.013, 0.027, -0.012], [-0.066, 0.095, -0.078], [0.186, -0.269, 0.100], [-0.011, 0.047, -0.201], [-0.001, -0.027, 0.034], [0.044, -0.010, 0.031], [0.013, -0.006, 0.030], [0.003, 0.015, 0.003], [0.010, -0.016, 0.006], [0.017, -0.007, 0.029], [0.008, 0.079, 0.110], [0.015, -0.076, -0.098], [-0.103, 0.032, 0.059], [0.019, 0.186, 0.238], [0.062, -0.080, 0.108], [0.046, 0.028, -0.057], [-0.058, 0.169, -0.009], [-0.001, -0.121, 0.099], [-0.034, 0.064, -0.060], [-0.025, -0.024, -0.025], [-0.004, -0.007, -0.017], [0.006, -0.030, -0.033], [0.007, 0.051, 0.027], [0.021, 0.015, 0.008], [0.004, -0.007, -0.050], [-0.004, 0.027, -0.031], [0.022, -0.026, 0.025], [0.003, -0.003, 0.020], [0.000, -0.001, -0.003], [-0.088, 0.296, -0.114], [-0.119, -0.042, 0.238], [0.234, -0.499, 0.074], [0.242, 0.884, -0.606], [0.106, -0.448, 0.065], [-0.187, 0.234, -0.037], [0.176, -0.163, 0.004], [0.032, 0.017, 0.064], [-0.025, 0.043, 0.014], [0.053, -0.004, -0.043], [-0.012, -0.110, 0.015], [0.005, 0.093, -0.068], [-0.401, -0.177, 0.351], [0.004, -0.004, 0.000], [-0.007, 0.002, 0.005], [-0.003, 0.004, 0.002], [-0.007, 0.021, 0.003], [0.013, -0.095, 0.011]]}

=====

No. 2
{"formula": "C24H28NPReS3", "method": "ωB97M-V/def2-TZVPD", "charge": 4, "spin_multiplicity": 2, "gap_ev": [4.954, 4.530], "species": ["Re", "C", "C", "S", "C", "C", "S", "C", "C", "S", "H", "H", "H", "H", "H", "H", "H", "H", "H", "H", "H", "H", "N", "C", "C", "C", "C", "C", "C", "P", "C", "C", "C", "C", "C", "C", "C", "C", "C", "C", "C", "C", "H", "H", "H", "H", "H", "H", "H", "H", "H", "H", "H", "H", "H", "H", "H", "H"], "positions_angstrom": [[-0.869049, 0.868296, -0.627485], [-2.085456, -2.022943, -2.003931], [-1.060496, -1.439340, -2.949601], [-0.972848, 0.375084, -2.877220], [-2.586897, 1.027329, -3.458167], [-3.723990, 0.977829, -2.447492], [-3.152949, 1.506248, -0.788763], [-3.996969, 0.422590, 0.397558], [-3.611527, -1.047887, 0.231980], [-1.874171, -1.331099, -0.309500], [-1.952238, -3.103096, -1.925995], [-3.108231, -1.837497, -2.321706], [-1.255608, -1.729563, -3.985211], [-0.039657, -1.746135, -2.711134], [-2.849836, 0.470941, -4.361811], [-2.359510, 2.047192, -3.774846], [-4.177341, -0.005483, -2.348926], [-4.508965, 1.679540, -2.740089], [-5.078515, 0.560561, 0.312655], [-3.698657, 0.823089, 1.368177], [-4.240547, -1.584511, -0.477646], [-3.729286, -1.543967, 1.196652], [0.225946, 2.664137, -0.759490], [0.719360, 2.784887, 0.620139], [0.792073, 4.022980, 1.227932], [1.290635, 4.087592, 2.522272], [1.695527, 2.926767, 3.186742], [1.591017, 1.686616, 2.586566], [1.102733, 1.592271, 1.268065], [1.139627, -0.059343, 0.477890], [0.661874, -1.266452, 1.668866], [-0.213016, -0.933391, 2.723540], [-0.666077, -1.928047, 3.572237], [-0.267468, -3.249309, 3.370538], [0.584367, -3.581739, 2.321270], [1.047385, -2.601617, 1.459266], [2.627807, -0.390630, -0.385806], [3.681214, -1.032532, 0.288707], [4.896197, -1.177281, -0.359772], [5.068237, -0.706179, -1.656166], [4.014451, -0.092874, -2.337263], [2.800160, 0.069508, -1.702956], [-0.380448, 3.466563, -0.969316], [0.975308, 2.714789, -1.460328], [0.495582, 4.928821, 0.710782], [1.382343, 5.049144, 3.012181], [2.108794, 2.999475, 4.185260], [1.919882, 0.802803, 3.116990], [-0.501149, 0.093213, 2.915937], [-1.303047, -1.675531, 4.409916], [-0.620955, -4.024011, 4.039321], [0.898890, -4.608168, 2.183706], [1.709994, -2.871097, 0.646721], [3.568329, -1.383438, 1.306349], [5.719333, -1.660402, 0.150470], [6.031205, -0.804332, -2.140078], [4.152279, 0.244199, -3.355751], [1.984353, 0.545431, -2.242235]], "forces_ev_per_a": [[0.135, 0.999, 0.351], [0.004, -0.002, 0.059], [0.064, -0.065, -0.083], [-0.167, 0.061, -0.168], [-0.078, -0.061, -0.084], [-0.026, -0.008, -0.030], [0.089, -0.415, 0.060], [-0.002, -0.012, -0.046], [-0.050, -0.066, 0.034], [-0.172, -0.285, 0.219], [0.026, 0.004, 0.024], [0.011, 0.004, -0.047], [-0.014, 0.042, -0.010], [-0.009, -0.043, 0.004], [0.006, 0.011, -0.004], [-0.004, 0.010, 0.037], [0.022, -0.018, -0.019], [0.004, 0.002, 0.012], [0.015, 0.024, -0.052], [0.007, -0.001, 0.000], [-0.042, 0.048, -0.002], [0.039, -0.051, -0.026], [0.167, 0.473, -0.256], [0.047, -0.102, -0.320], [0.005, -0.031, 0.192], [0.000, -0.016, -0.021], [0.022, 0.017, 0.054], [-0.108, 0.094, -0.013], [-0.195, -0.007, -0.038], [-0.251, -0.424, 0.288], [0.130, 0.010, 0.061], [-0.004, -0.078, 0.016], [0.023, 0.055, -0.060], [-0.012, -0.025, 0.006], [0.018, -0.057, -0.046], [-0.035, 0.028, 0.098], [0.127, -0.075, -0.290], [0.024, 0.030, -0.063], [0.059, -0.038, 0.089], [-0.071, 0.072, -0.040], [0.041, -0.052, 0.044], [-0.037, 0.039, -0.038], [0.079, 0.008, -0.033], [0.101, -0.035, 0.147], [-0.005, -0.029, -0.024], [0.001, -0.005, 0.002], [0.007, 0.000, -0.009], [0.002, 0.002, -0.007], [0.013, 0.009, -0.019], [-0.022, -0.012, -0.013], [0.032, 0.004, 0.025], [-0.019, -0.001, -0.003], [-0.002, 0.000, 0.000], [0.002, -0.014, -0.004], [-0.001, 0.027, 0.025], [-0.003, -0.067, -0.021], [0.009, 0.044, 0.015], [0.000, -0.020, 0.025]]}

=====

No. 3
{"formula": "C24H29As2Cl2CsI2N2O", "method": "ωB97M-V/def2-TZVPD", "de_lowest_kj_mol": 53.2, "gap_ev": 6.357, "species": ["Cs", "I", "C", "C", "C", "I", "C", "O", "C", "C", "N", "C", "C", "C", "C", "C", "C", "N", "C", "H", "H", "H", "H", "H", "H", "H", "H", "H", "H", "H", "C", "As", "C", "C", "C", "C", "C", "C", "C", "As", "C", "C", "H", "H", "H", "H", "H", "H", "H", "H", "H", "H", "H", "H", "H", "H", "H", "H", "Cl", "C", "Cl", "H", "H"], "positions_angstrom": [[7.056525, 10.565099, 15.055385], [7.725692, 5.794954, 21.087299], [7.855709, 6.764308, 19.179587], [7.144582, 6.276688, 18.118138], [7.365953, 6.741464, 16.852976], [6.025212, 5.910654, 15.448427], [8.336444, 7.786495, 16.552294], [8.643525, 8.151471, 15.363951], [8.965862, 8.345440, 17.734169], [9.944962, 9.463004, 17.593824], [9.192802, 10.695409, 17.371433], [10.052615, 11.835880, 17.321095], [9.290626, 13.110237, 17.185077], [9.359640, 14.110388, 18.182110], [8.560182, 15.221556, 18.094533], [7.711562, 15.269672, 16.994388], [7.685088, 14.254191, 16.045935], [8.513400, 13.188531, 16.109470], [8.754022, 7.804947, 18.969120], [6.449670, 5.442446, 18.286944], [10.641133, 9.266936, 16.741367], [10.514043, 9.509235, 18.543536], [8.543506, 10.793772, 18.113188], [10.780912, 11.704148, 16.518022], [10.657562, 11.898747, 18.213643], [10.064514, 14.004517, 19.006193], [8.580584, 16.070411, 18.833398], [7.061678, 16.129629, 16.930315], [7.061438, 14.333588, 15.160898], [9.321483, 8.169403, 19.836659], [10.948816, 10.993313, 12.314462], [9.279773, 12.011373, 12.450131], [9.982370, 13.786688, 12.726171], [8.866846, 12.410127, 10.603730], [9.727139, 11.959215, 9.576778], [9.476888, 12.245607, 8.243031], [8.331543, 12.940399, 7.900749], [7.432601, 13.336437, 8.858454], [7.702937, 13.137341, 10.220042], [6.554058, 13.760809, 11.705528], [5.761979, 15.358094, 10.777119], [5.115862, 12.446414, 11.508525], [11.802088, 11.541507, 11.874249], [10.737471, 10.081461, 11.848421], [11.257581, 10.733162, 13.371618], [10.635194, 14.048013, 11.854687], [10.533670, 13.773952, 13.714115], [9.134667, 14.448806, 12.827376], [10.542224, 11.322413, 9.812732], [10.131837, 11.898708, 7.471982], [8.083149, 13.136782, 6.864445], [6.536271, 13.862186, 8.510447], [4.968075, 15.037713, 10.125555], [6.561899, 15.858479, 10.116095], [5.358918, 16.006740, 11.539997], [4.723769, 12.333594, 10.489629], [4.240313, 12.693503, 12.096940], [5.446725, 11.458090, 11.793999], [5.041517, 7.464453, 12.139245], [6.395947, 7.387360, 11.041708], [5.860595, 7.658226, 9.356767], [6.830816, 6.422059, 11.039395], [7.176861, 8.138391, 11.234063]], "forces_ev_per_a": [[0.041, -0.368, -0.022], [0.003, 0.480, -0.704], [0.516, 0.093, 0.969], [-0.607, -1.308, 0.585], [0.113, 0.928, -0.575], [0.530, 0.362, -0.233], [-0.186, -0.668, -0.391], [-0.472, 0.267, 0.616], [-0.029, -0.546, -1.029], [0.101, -0.506, -0.153], [0.432, -0.355, -1.184], [0.852, 0.384, 0.156], [0.005, 0.361, 0.306], [0.574, -0.647, 0.059], [-0.141, 0.664, 0.019], [-0.545, 0.409, 0.111], [0.949, 0.163, 0.179], [-0.948, 0.802, 0.257], [-0.013, -0.361, 1.547], [0.250, 0.500, -0.148], [-0.539, 0.336, 0.547], [0.131, 0.127, -0.397], [-0.717, 0.089, 0.916], [-0.178, 0.063, -0.311], [0.453, 0.112, 0.634], [-0.178, -0.164, -0.190], [0.034, -1.153, -0.827], [-0.206, -0.040, -0.373], [-0.055, -0.058, 0.061], [-0.177, -0.010, -0.428], [0.932, 1.395, 1.903], [-0.249, -0.217, 0.229], [1.448, 0.043, 0.911], [-0.272, -0.062, -1.891], [-1.093, 0.393, 0.207], [-0.328, 0.086, 0.426], [-0.020, -0.206, -0.629], [-0.357, 0.657, 0.802], [0.538, -0.660, 0.577], [-0.096, 0.445, -0.712], [1.496, -0.258, -0.723], [-0.668, -0.032, -0.769], [-0.549, -0.308, -0.086], [-0.096, -1.378, -0.937], [-0.449, 0.329, -1.026], [-0.492, -0.029, 0.956], [-0.373, 0.242, -1.170], [-0.043, 0.328, -0.106], [0.767, -0.286, 0.234], [0.373, -0.168, -0.256], [0.174, -0.035, -0.037], [0.226, -0.181, 0.402], [-0.394, -0.119, -0.284], [-1.178, -0.624, 1.320], [0.050, 0.392, 0.029], [0.379, 0.231, -0.015], [-0.015, 0.201, 0.436], [0.301, -0.236, 0.253], [0.017, 0.181, 0.239], [0.307, 0.967, -0.852], [0.036, 0.079, -0.007], [0.243, -0.896, 0.308], [-0.609, -0.227, 0.270]]}